Record 1
150
Properties=species:S:1:pos:R:3:mulliken_charge:R:1 method="wB97M-V/def2-TZVPD" charge=+1 spin_multiplicity=4 lumo_ev="-4.534 / -4.534" largest_force_ev_per_a=5.0
C 5.25163 2.20562 -2.74745 -1.08
C 6.75188 2.36473 -3.32335 0.73
C 7.77164 1.62064 -2.31069 -1.21
C 7.16556 3.89991 -3.64182 -1.27
C 5.92077 4.78744 -4.08743 0.31
C 5.63939 6.16210 -3.37318 0.39
C 6.55956 6.77925 -2.22913 -1.34
C 5.91617 6.41466 -0.80090 0.12
O 6.60746 5.21232 -0.33077 -0.67
C 5.92745 7.60583 0.26601 0.71
F 6.70270 8.72448 -0.09521 -0.24
F 4.57157 8.00080 0.50047 -0.26
F 6.39547 7.10118 1.51983 -0.25
C 4.34110 6.91075 -3.90585 0.39
C 4.01916 8.32906 -3.20459 -0.33
O 4.89052 9.34056 -3.82795 -0.12
N 4.36975 9.73311 -5.01513 0.15
O 5.08862 10.48137 -5.58744 -0.36
N 3.48565 6.42986 -4.91395 -1.06
N 3.81711 5.27683 -5.48782 0.90
C 2.86434 4.80808 -6.57796 -1.37
C 1.98847 3.60763 -5.91490 1.28
C 1.93904 2.29755 -6.88368 -1.35
O 0.63071 4.04541 -5.58946 -0.37
C 0.36374 3.87549 -4.17503 -0.15
C -1.16409 4.10000 -3.76940 0.47
C -1.97198 2.88632 -3.21962 -0.51
C -3.45586 2.97396 -2.75795 -0.29
C -4.22783 4.34054 -2.87158 -0.51
C -3.40964 5.54025 -3.40931 -0.34
C -1.91564 5.46597 -3.85792 -0.37
C 4.90441 4.38533 -5.23406 0.20
N 5.18185 3.13972 -5.93033 -0.24
H 4.86855 3.11061 -2.16574 0.14
H 4.53383 2.05157 -3.64329 0.05
H 5.15953 1.26243 -2.11352 0.56
H 6.77984 1.75958 -4.30278 0.39
H 8.70484 2.22606 -2.05754 0.32
H 8.12983 0.64987 -2.82877 0.32
H 7.19674 1.25605 -1.37897 0.30
H 7.65022 4.29537 -2.66927 0.36
H 8.01609 3.86169 -4.41698 0.26
H 6.65652 7.89870 -2.44356 0.50
H 7.63272 6.35743 -2.27953 0.45
H 4.80348 6.13902 -0.96299 0.42
H 6.27528 4.49284 -0.92802 0.24
H 4.29109 8.25489 -2.10270 0.11
H 2.94935 8.67733 -3.40734 0.46
H 2.13720 5.63143 -6.88211 0.40
H 3.43521 4.48611 -7.51002 0.39
H 2.43381 3.23272 -4.92745 -0.05
H 0.93963 1.74996 -6.80096 0.37
H 2.08667 2.59438 -7.99254 0.29
H 2.74332 1.53116 -6.56192 0.26
H 0.97217 4.66716 -3.58372 0.10
H 0.66014 2.83070 -3.77903 0.29
H -1.43016 1.88984 -3.13356 0.23
H -3.92946 2.01967 -2.35541 0.34
H -5.32409 4.42495 -2.54460 0.33
H -3.95626 6.54891 -3.48523 0.28
H -1.32505 6.37566 -4.22787 0.30
H 4.93212 3.18178 -6.93482 0.30
H 6.20817 2.95900 -5.94093 0.36
C -6.47267 -2.00256 -1.65029 -1.80
C -4.97409 -2.40133 -1.71182 1.86
C -4.81134 -3.90773 -1.41167 -1.52
C -4.98499 -4.26182 0.06308 -0.32
C -4.09010 -3.39315 0.93944 -1.16
C -4.27894 -1.88425 0.68182 1.95
N -4.19472 -1.53654 -0.77057 0.66
O -2.87992 -1.60404 -1.13787 -0.60
C -5.63593 -1.42407 1.26353 -1.96
C -3.24059 -1.10452 1.53047 -2.06
C -4.58746 -2.16750 -3.19627 -1.88
H -6.60049 -0.95308 -1.37376 0.30
H -6.96477 -2.12522 -2.61897 0.49
H -7.04670 -2.62056 -0.95613 0.34
H -3.81538 -4.24180 -1.72646 0.37
H -5.52610 -4.48839 -2.00399 0.37
H -6.03265 -4.15910 0.36205 0.25
H -4.72899 -5.31541 0.21626 0.45
H -4.29491 -3.61974 1.99310 0.26
H -3.04653 -3.67795 0.76780 0.33
H -5.83198 -0.37541 1.02325 0.35
H -5.63933 -1.51168 2.35387 0.44
H -6.48135 -2.01595 0.92274 0.38
H -2.20957 -1.40418 1.32187 0.35
H -3.39989 -1.28094 2.59834 0.38
H -3.32431 -0.02501 1.36136 0.54
H -4.68328 -1.11120 -3.46759 0.42
H -5.24058 -2.74064 -3.86009 0.46
H -3.56778 -2.49003 -3.42264 0.35
C -4.99141 -5.49385 5.38200 -1.88
C -5.62961 -6.62561 4.53313 1.92
C -6.26666 -7.68783 5.45563 -1.41
C -5.24783 -8.59290 6.14425 -0.50
C -4.28873 -9.20268 5.12767 -1.20
C -3.61057 -8.14527 4.23204 1.50
N -4.59339 -7.20002 3.61884 0.64
O -5.24303 -7.86440 2.62290 -0.56
C -2.55991 -7.36413 5.05514 -1.70
C -2.75823 -8.87739 3.16243 -1.84
C -6.77441 -5.91460 3.76505 -1.72
H -4.15786 -5.01789 4.85940 0.30
H -5.70865 -4.69817 5.60136 0.49
H -4.64148 -5.84192 6.35664 0.35
H -6.94663 -8.32190 4.87426 0.40
H -6.88414 -7.20172 6.21811 0.34
H -4.69600 -8.03794 6.90905 0.29
H -5.77334 -9.39485 6.67315 0.40
H -3.52622 -9.78348 5.66086 0.38
H -4.83915 -9.92194 4.51201 0.36
H -2.12176 -6.55356 4.46611 0.36
H -1.74038 -8.02133 5.36014 0.45
H -2.95164 -6.94267 5.97709 0.30
H -3.34376 -9.57585 2.55765 0.36
H -1.96800 -9.46854 3.63491 0.42
H -2.27390 -8.16243 2.48784 0.42
H -6.38018 -5.14717 3.09083 0.27
H -7.46138 -5.42316 4.45965 0.49
H -7.38416 -6.60685 3.17866 0.38
C 2.61825 0.29817 5.49441 -1.80
C 1.56527 -0.58976 4.77923 1.90
C 2.21634 -1.90549 4.29921 -1.27
C 3.10767 -1.73703 3.07131 -0.49
C 2.36245 -1.01393 1.95496 -1.18
C 1.74819 0.32546 2.41181 1.92
N 0.94128 0.18773 3.66264 0.11
O -0.22906 -0.42551 3.33487 -0.39
C 2.87088 1.37005 2.61251 -1.82
C 0.91556 0.91163 1.24094 -1.70
C 0.55198 -0.94209 5.90015 -1.90
H 2.37255 1.35989 5.41455 0.34
H 2.67526 0.07761 6.56368 0.48
H 3.63093 0.14287 5.11465 0.32
H 1.43595 -2.63616 4.05516 0.38
H 2.80488 -2.35039 5.10820 0.35
H 4.02451 -1.19982 3.33289 0.30
H 3.42607 -2.72254 2.71548 0.39
H 3.05222 -0.84168 1.11927 0.34
H 1.58008 -1.67549 1.56813 0.32
H 2.47123 2.30505 3.01467 0.38
H 3.35315 1.60811 1.65950 0.42
H 3.67108 1.03225 3.26569 0.32
H 0.13503 0.22953 0.89103 0.20
H 1.55421 1.11669 0.37594 0.37
H 0.44102 1.85629 1.52937 0.46
H 0.05612 -0.04363 6.28052 0.45
H 1.05896 -1.42229 6.74169 0.48
H -0.21647 -1.64527 5.56866 0.33

***

Record 2
14
Properties=species:S:1:pos:R:3:mulliken_charge:R:1 method="wB97M-V/def2-TZVPD" charge=0 lumo_ev=0.629 relative_energy_kj_mol=330.5 largest_force_ev_per_a=0.6
O -2.11765 -0.62188 -1.36372 -0.54
C -0.89285 -0.62310 -0.70458 -0.48
C 2.41803 -0.74346 -0.07038 -0.32
N 1.56781 -0.18118 0.76109 -0.11
C 0.74248 1.01049 0.55906 -0.64
C -0.57680 0.75474 -0.15611 0.75
O -1.37048 1.66049 -0.30211 -0.61
H -2.46428 0.28305 -1.27968 0.38
H -0.88536 -1.33865 0.13442 0.29
H -0.07665 -0.93506 -1.37567 0.28
H 2.40675 -0.09833 -0.98127 0.17
H 1.44551 -0.63182 1.66301 0.21
H 1.30663 1.73245 -0.04053 0.29
H 0.51998 1.48914 1.51847 0.35

***

Record 3
53
Properties=species:S:1:pos:R:3:mulliken_charge:R:1 method="wB97M-V/def2-TZVPD" charge=0 spin_multiplicity=2 lumo_ev="-1.059 / -1.322" largest_force_ev_per_a=2.1
C 0.31603 -1.31363 1.24004 1.08
C -1.04052 -1.49410 0.57553 -0.81
C -0.87153 -2.17222 -0.64937 -0.80
H -1.97665 -1.37732 1.11708 0.56
C 0.54231 -2.13962 -0.99545 -0.45
C 1.21970 -1.39808 0.01134 -1.01
H 2.29025 -1.20839 0.03946 0.47
H 0.51677 -2.19374 1.87435 0.66
H -1.65545 -2.64429 -1.24477 0.54
H 0.97694 -2.60053 -1.88358 0.48
C -0.89128 2.16652 -0.56746 -0.66
C -1.11900 1.36981 0.58398 -0.81
C 0.21260 1.19782 1.32321 0.96
H -2.08491 1.15640 1.04370 0.48
C 1.17806 1.42040 0.16652 -0.87
C 0.53672 2.19655 -0.82047 -0.54
H 1.01510 2.73380 -1.64460 0.50
H -1.64856 2.65599 -1.18434 0.51
H 0.31909 2.03925 2.03125 0.68
H 2.25357 1.25318 0.26069 0.50
Ti -0.20817 0.01539 -0.93730 0.59
O -0.59095 0.02511 -2.67283 -0.46
C -1.15552 -0.57947 -3.82854 -0.67
C -0.22093 -1.01509 -4.90423 -0.76
H -1.66427 -1.49175 -3.49233 0.20
H -1.91197 0.10412 -4.22849 0.54
H 0.19038 -2.01015 -4.75523 0.31
H 1.04946 -1.90841 -7.09011 0.32
C 0.69197 -0.87800 -7.19280 -0.51
C 0.05016 -0.27788 -6.05367 1.01
C -0.35917 1.10155 -6.19027 -0.28
H -0.80209 1.59718 -5.31866 0.29
C -0.23500 1.76070 -7.40631 -0.61
H -0.54783 2.80212 -7.48714 0.36
C 0.30624 1.10842 -8.52551 -0.40
H 0.41499 1.63572 -9.47334 0.36
C 0.78134 -0.20738 -8.40294 -0.45
H 1.24516 -0.70011 -9.25641 0.36
C 1.64809 -0.90455 6.27316 -1.01
Si 0.28295 -0.06411 5.28278 -0.03
C -1.31983 -0.91580 5.80219 -1.03
C 0.15823 1.69230 5.95772 -1.01
C 0.49550 -0.11178 3.45546 -1.26
C 0.40020 -0.08355 2.15701 0.12
H 1.44778 -0.78856 7.34750 0.27
H 2.63011 -0.46334 6.06419 0.32
H 1.69947 -1.97877 6.05605 0.28
H -1.39432 -0.96015 6.89870 0.27
H -2.19330 -0.36671 5.42459 0.30
H -1.36651 -1.94294 5.41570 0.30
H 0.98559 2.31810 5.59847 0.29
H -0.78739 2.16259 5.65557 0.27
H 0.19263 1.68038 7.05722 0.27